C4H10NOS as an isolated structure at a distorted geometry. Source: the OMol25 dataset; level of theory: the ωB97M-V functional and the def2-TZVPD basis.

Output
Largest force on an atom: 6.8 eV/Å
Energy: -686.502056 Ha
LUMO level: 3.81 eV

```
! RIJCOSX wB97M-V def2-TZVPD def2/J DEFGRID3
* xyz -1 1
S -2.205 -2.035 0.156
O 3.282 -0.058 -0.124
N 0.973 -0.300 0.676
C -1.015 0.640 -0.532
C 0.247 0.979 0.194
C -2.013 -0.242 0.310
C 2.167 -0.596 -0.399
H -1.638 -0.086 1.333
H 0.795 -0.444 1.688
H -1.679 1.445 -0.912
H 0.373 1.834 0.904
H 1.909 -1.682 -0.633
H -0.795 0.095 -1.453
H 0.025 -1.120 0.433
H 0.949 1.432 -0.592
H 1.585 -0.097 -1.196
H -2.961 0.235 0.146
*
```